Entry 1:
42
Properties=species:S:1:pos:R:3:forces:R:3 method="wB97M-V/def2-TZVPD" largest_force_ev_per_a=1.29 smiles="O=C(CSc1nnc(-c2cnccn2)n1Cc1ccco1)c1ccc(Cl)cc1" multiplicity=1 e_above_lowest_kj_mol=0.0 energy_ha=-2015.0484
O 0.14860 -3.05176 -3.67824 0.1 0.0 0.0
C -0.42040 -2.60711 -2.71188 -0.2 -0.1 0.1
C -0.58737 -1.15231 -2.46315 0.1 0.5 -0.3
C -1.75872 -0.60359 -1.94579 0.2 -0.1 -0.3
C -1.81294 0.73658 -1.61224 0.0 0.2 0.0
C -0.69255 1.53239 -1.79787 0.0 -0.4 -0.1
C 0.45673 1.01822 -2.38074 0.0 0.1 0.0
C 0.50180 -0.32013 -2.71676 -0.2 -0.1 0.0
H 1.39354 -0.74413 -3.15272 0.1 0.0 0.0
H 1.30738 1.65686 -2.55751 0.0 0.1 0.0
Cl -0.72722 3.18368 -1.29430 0.0 0.2 0.1
H -2.71122 1.15134 -1.18390 -0.1 0.1 0.0
H -2.63600 -1.21327 -1.80041 0.0 -0.1 0.1
C -0.88491 -3.50290 -1.57801 0.2 -0.1 0.1
H -1.87938 -3.27410 -1.20378 -0.1 -0.1 -0.1
H -0.78540 -4.55237 -1.85080 0.0 0.1 0.0
S 0.27600 -3.20426 -0.19298 0.0 -0.4 -0.1
C -0.56754 -1.90584 0.59467 0.0 0.1 0.1
N -1.86031 -1.71135 0.57270 0.4 -1.0 -0.2
N -2.11634 -0.60966 1.27574 -0.3 1.1 0.6
C -0.98789 -0.12829 1.72597 0.0 -0.4 -0.3
N 0.05436 -0.92574 1.31369 -0.8 -0.1 -0.2
C 1.46316 -0.86165 1.63983 0.4 0.2 -0.2
C 2.30494 -0.39614 0.49529 0.3 -0.9 -0.2
C 2.99407 -1.08473 -0.45931 -0.3 0.3 0.6
C 3.64437 -0.11151 -1.25615 0.0 0.5 0.1
C 3.30137 1.09330 -0.72846 0.5 -0.3 -0.6
O 2.49068 0.93302 0.32916 -0.3 0.2 0.4
H 3.56284 2.09845 -0.99368 0.0 0.2 0.0
H 4.27925 -0.29123 -2.09865 0.2 0.0 -0.2
H 3.03406 -2.14771 -0.57625 0.0 -0.2 0.0
H 1.57991 -0.17831 2.48541 0.0 -0.2 0.0
H 1.78820 -1.86489 1.93206 0.0 0.2 0.1
C -0.87230 1.09523 2.50561 0.2 0.7 0.3
N -1.76149 1.27376 3.48104 -0.1 -0.3 -0.1
C -1.69056 2.39409 4.17412 0.1 0.2 0.0
C -0.70817 3.34562 3.92128 -0.1 -0.1 0.0
N 0.16757 3.18222 2.94231 0.2 0.4 0.1
C 0.08403 2.07683 2.22381 -0.2 -0.3 0.0
H 0.78418 1.98703 1.40613 0.0 -0.1 -0.1
H -0.61646 4.25242 4.50218 -0.1 0.0 0.1
H -2.42994 2.52022 4.95257 0.0 0.1 0.1

=====

Entry 2:
40
Properties=species:S:1:pos:R:3:forces:R:3 method="wB97M-V/def2-TZVPD" largest_force_ev_per_a=15.80 multiplicity=1 energy_ha=-3396.5858
O -3.78666 -2.24701 -0.07544 5.9 1.2 -1.8
C -2.57478 -1.93150 -0.52425 -6.1 0.4 -0.1
N -1.49132 -2.07140 0.26786 -10.3 -4.0 5.3
N -0.35138 -1.84679 -0.04564 2.3 1.9 -5.0
C 0.55612 -2.12099 0.67999 2.2 -2.1 8.3
C 1.82884 -1.63474 0.56242 4.8 3.0 -1.6
C 2.80713 -1.79172 1.63078 2.7 4.1 -9.6
C 4.16605 -1.24679 1.05235 -2.6 -2.3 5.1
C 4.41580 -0.72314 -0.17311 6.2 -0.8 5.6
C 3.51963 -0.66823 -1.05272 -7.7 1.9 -7.4
C 2.13624 -0.82202 -0.72820 0.2 -3.9 0.6
H 1.30261 -0.83555 -1.57880 2.0 0.2 2.2
H 3.74352 -0.39566 -2.12590 -0.2 0.0 1.4
Br 6.26706 -0.10660 -0.44423 -1.0 -0.4 -0.2
H 4.95882 -1.37458 1.78540 0.1 0.4 -0.3
H 2.60059 -2.10035 2.56626 -0.3 -1.3 2.9
H 0.38668 -2.50347 1.89200 -0.2 0.4 -3.2
H -1.89256 -2.62291 1.29447 1.9 1.9 -3.2
C -2.30136 -1.11218 -1.87359 -11.9 -0.3 3.0
H -1.41471 -1.40259 -1.98809 7.5 -1.0 -2.3
H -3.15956 -1.55155 -2.66186 2.7 1.2 2.0
C -2.66487 0.40271 -1.46958 4.1 0.1 -5.0
N -1.60464 0.91730 -0.59007 -2.9 0.0 -0.6
C -2.26931 1.20341 0.79630 0.7 0.8 -7.7
C -1.13067 1.54426 1.43793 2.8 -5.9 14.4
C -0.09840 2.50397 1.22238 0.3 -1.1 -2.5
C 0.40259 1.93126 -0.13339 -2.3 14.7 -1.5
C -0.70064 2.02683 -1.15807 2.1 -9.3 5.0
H -0.39502 1.52228 -1.97469 1.1 -0.6 -3.5
H -1.26666 2.76619 -1.20942 -4.0 7.4 -0.9
H 1.04525 3.02654 -0.55498 -0.7 -3.3 1.0
H 0.95719 1.18200 -0.16632 4.6 -6.6 0.0
H 0.65267 2.65225 1.97974 -0.1 -0.3 0.3
H -0.75225 3.29635 1.13844 -0.1 3.4 -1.0
H -1.63120 1.56208 2.63544 1.3 1.1 -2.1
H -0.52008 0.65285 1.84595 -0.9 0.1 -1.4
H -2.84000 0.34544 0.75673 -1.1 -1.8 2.1
H -2.82035 2.09073 0.79980 -2.0 1.4 -0.7
H -2.38504 0.82298 -2.57912 -1.3 -0.1 2.4
H -3.69531 0.66033 -1.23679 0.0 -0.5 0.1

=====

Entry 3:
11
Properties=species:S:1:pos:R:3:forces:R:3 method="wB97M-V/def2-TZVPD" largest_force_ev_per_a=2.98 multiplicity=1 e_above_lowest_kj_mol=524.4 energy_ha=-607.2914
C -1.58955 0.54516 0.39201 -0.1 1.8 2.4
C -0.89181 -0.66041 -0.00174 -0.1 -2.6 -0.2
N 2.37500 -0.09874 -0.31297 0.3 0.1 -2.2
O 1.92662 -0.46125 0.77196 -0.8 -0.6 2.4
F -0.66772 1.51751 0.36595 1.6 1.5 -0.4
F -2.55179 1.02736 -0.42707 -0.8 -0.8 -0.1
F -1.33868 -1.81177 0.58241 0.7 1.3 -1.3
F -0.48119 -0.77207 -1.28311 -0.6 -0.3 1.3
H -1.84793 0.57186 1.50603 -0.7 -0.9 -1.6
H 1.96032 -0.41048 -1.16144 -0.6 -0.5 -0.7
H 3.10672 0.55283 -0.43202 1.1 1.0 0.5

=====

Entry 4:
32
Properties=species:S:1:pos:R:3:forces:R:3 method="wB97M-V/def2-TZVPD" largest_force_ev_per_a=3.82 total_charge=-1 multiplicity=1 e_above_lowest_kj_mol=236.3 energy_ha=-800.0139
N 2.32322 -1.97468 0.33599 0.4 0.1 0.0
C 1.54561 -1.82752 1.59371 0.4 1.8 -2.2
C 0.15713 -2.39198 1.37876 -1.1 -0.6 3.6
N -0.92240 -1.57697 1.74013 -0.1 1.1 -1.1
C -0.88944 -0.07929 1.65605 3.2 -0.5 -0.4
C -2.28540 0.47447 1.43192 0.4 1.4 0.0
O -2.37706 1.50890 0.47862 1.2 0.1 -1.1
O -0.01196 -3.60021 1.36075 0.2 -0.1 -1.4
H 1.96270 -2.69632 -0.26620 -0.1 -0.1 0.0
H 2.54069 -1.14577 -0.20555 -0.4 0.1 0.3
H 2.15631 -2.32341 2.33481 -0.7 -0.3 0.7
H 1.42978 -0.73972 1.82432 0.5 -0.9 0.0
H -1.82494 -1.85504 1.33763 0.7 -0.6 0.5
H -0.11385 0.15998 0.90382 -1.4 0.1 -1.1
H -0.19262 0.38404 2.40575 -1.7 -0.4 0.8
H -2.92961 -0.36962 1.11518 -0.1 0.3 0.4
H -2.61723 0.98355 2.36326 -0.3 -1.0 -0.2
H -0.59502 2.69629 -1.04698 0.4 -0.1 -0.5
H -1.56114 1.55597 -0.18630 -1.2 -0.7 1.3
O -0.21231 1.80716 -1.02925 -0.9 0.2 0.9
H 2.31101 1.94901 -1.89277 -0.1 -0.1 -0.1
H 0.91661 1.24145 -1.70801 1.7 0.7 -0.7
O 1.88947 1.11801 -2.13991 -1.0 -0.4 0.4
H -1.46236 0.21912 -2.10729 -1.2 0.5 0.1
H -1.18540 1.41064 -2.87931 -0.3 0.6 0.1
O -1.94840 0.85355 -2.68090 0.5 -0.9 -0.4
H -0.40982 -0.41550 -3.10252 0.1 -1.2 -0.1
H 0.68320 -0.97213 -2.26422 -0.1 -0.4 0.0
O -0.14492 -1.26757 -2.68156 0.5 1.2 -0.1
H 0.56387 2.14425 0.23780 0.7 0.9 0.7
H 2.01207 2.13442 0.74159 0.2 0.2 0.2
O 1.19219 2.59494 0.95073 -0.4 -0.9 -0.6

=====

Entry 5:
68
Properties=species:S:1:pos:R:3:forces:R:3 method="wB97M-V/def2-TZVPD" largest_force_ev_per_a=2.00 total_charge=+1 multiplicity=1 e_above_lowest_kj_mol=44.8 energy_ha=-6492.5048
Tl -1.20355 0.61411 -0.37933 0.9 1.5 -0.6
C -1.18074 -1.14509 -3.13259 0.2 0.8 -0.6
N -1.66691 -2.28818 -2.42393 0.3 -0.6 0.3
C -1.97026 -3.55653 -3.12857 -0.4 0.9 0.2
C -2.91527 -4.18916 -2.08922 0.5 -1.3 -0.2
N -2.45013 -3.62400 -0.81893 0.0 0.4 -0.3
C -1.83648 -4.35019 0.29377 -0.9 -0.7 -0.4
C -1.94127 -2.39781 -1.11447 0.0 1.1 0.7
N -1.77548 -1.46958 -0.17637 0.4 -1.1 -1.0
C -2.43537 -1.59573 1.12204 0.0 1.8 0.1
C -1.60053 -0.79954 2.17424 0.7 0.3 -1.8
N -1.63071 0.63008 1.75865 -0.2 -1.1 -0.2
C -1.59680 1.58352 2.67334 0.0 -0.4 -0.4
N -0.63691 1.70957 3.59739 -0.6 0.3 0.4
C 0.71797 1.20019 3.39135 -0.3 0.7 -0.8
C -0.96114 2.91472 4.42077 0.7 -0.8 -0.6
C -2.45257 2.95255 4.20780 -0.3 0.4 0.3
N -2.58636 2.50237 2.81474 0.5 -0.1 0.5
C -3.90948 2.28333 2.27094 -0.3 -1.2 -1.1
H -0.94015 -1.43471 -4.16316 0.0 0.0 0.3
H -0.28680 -0.67111 -2.71758 0.2 -0.5 0.2
H -1.92468 -0.35652 -3.20601 -0.4 0.0 -0.1
H -1.04637 -4.11166 -3.37387 -0.4 0.1 0.4
H -2.45925 -3.28350 -4.06651 -0.1 -0.3 0.1
H -2.82895 -5.27714 -2.09578 0.1 0.0 0.2
H -3.97723 -3.96853 -2.24140 0.3 0.3 -0.1
H -1.49272 -5.32151 -0.08304 0.1 0.2 0.3
H -2.60270 -4.50479 1.06458 0.4 -0.3 0.0
H -1.01788 -3.77187 0.71326 0.2 -0.2 -0.1
H -2.55088 -2.60501 1.44399 -0.3 -0.4 0.2
H -3.40771 -1.08296 0.99263 0.1 -0.5 0.5
H -0.56120 -1.22848 2.11923 -0.7 0.3 0.5
H -2.03709 -0.85905 3.14334 -0.2 -0.5 0.9
H 0.72682 0.40949 2.61580 -0.1 0.5 0.7
H 1.09919 0.83573 4.33535 0.3 0.0 0.1
H 1.31272 2.04604 2.97928 0.0 -0.5 0.5
H -0.47558 3.76315 3.95205 0.2 0.4 0.0
H -0.59839 2.79298 5.43848 -0.3 0.0 0.1
H -2.93396 3.90657 4.39346 0.2 0.2 -0.1
H -2.92187 2.21468 4.86036 -0.2 -0.1 0.1
H -4.26447 2.97185 1.51315 0.5 0.6 0.0
H -4.63900 2.29067 3.04918 -0.4 0.0 0.8
H -3.96145 1.30242 1.74966 0.2 0.5 0.5
C 3.97121 -1.66967 -1.81434 -0.2 0.5 -0.8
N 3.92011 -0.28287 -1.34570 0.1 -0.3 -0.1
C 2.94298 0.27632 -0.60987 -0.2 -0.5 0.3
Se 1.44376 -0.62474 0.16514 0.7 0.4 -0.7
N 3.28662 1.55910 -0.43849 -1.0 0.5 0.8
C 4.48223 1.85607 -1.05070 -0.5 -0.2 0.1
C 5.21298 3.01110 -1.13033 -0.3 1.5 0.8
C 6.38596 2.98898 -1.80269 1.2 -0.2 -1.3
C 6.81011 1.80810 -2.44561 0.1 -0.4 0.7
C 6.09745 0.62262 -2.33194 0.2 -0.3 -0.3
C 4.89409 0.68590 -1.63512 0.2 -0.8 -0.3
H 2.97583 -2.11026 -1.69937 0.4 0.0 0.4
H 4.77967 -2.23062 -1.33584 -0.4 0.1 0.1
H 4.15233 -1.62921 -2.89787 0.1 -0.1 0.3
H 2.75741 2.18049 0.15556 -0.1 0.0 -0.2
H 4.94897 3.94915 -0.65397 -0.4 -0.2 0.1
H 6.97091 3.90966 -1.89445 -0.1 -0.5 0.1
H 7.77909 1.74985 -2.90774 0.1 0.2 -0.3
H 6.49256 -0.31936 -2.74055 -0.3 0.6 0.1
O -0.23816 2.88619 -0.26657 0.0 -0.2 -0.5
N 0.01198 2.99994 -1.48531 -0.1 -0.6 0.4
O -0.23563 1.98209 -2.16070 -0.2 0.0 0.5
Se -4.88192 -0.44338 -2.78166 -0.2 0.0 0.0
C -3.91593 0.58946 -1.72931 -0.7 -0.9 -0.9
N -3.22301 1.22372 -1.04066 0.5 1.0 0.7

=====

Entry 6:
24
Properties=species:S:1:pos:R:3:forces:R:3 method="wB97M-V/def2-TZVPD" largest_force_ev_per_a=0.79 smiles=BrCCBr.BrCCBr.BrCCBr multiplicity=1 e_above_lowest_kj_mol=20.8 energy_ha=-15679.9028
Br -0.01622 -2.69597 5.20074 0.0 -0.2 0.2
C -0.23121 -0.80798 4.86699 -0.1 0.0 -0.1
C 1.01859 -0.16743 4.35122 0.6 0.1 -0.4
Br 1.66889 -0.93719 2.67578 0.0 0.0 0.1
H -0.50449 -0.34989 5.81440 -0.1 0.0 0.0
H -1.04861 -0.72912 4.15758 0.0 0.1 0.0
H 1.85494 -0.24872 5.03884 -0.1 -0.1 0.1
H 0.87226 0.88212 4.10654 -0.2 0.0 0.1
Br 2.48505 -2.20797 -6.12276 0.0 0.0 -0.2
C 1.90922 -0.98818 -4.72511 0.2 -0.1 0.2
C 0.87631 -1.67852 -3.87323 0.0 0.1 -0.3
Br 0.49593 -0.58824 -2.31484 0.0 0.0 0.1
H 1.52451 -0.09875 -5.21029 0.0 0.1 0.0
H 2.80346 -0.77357 -4.14889 0.0 0.2 0.0
H 1.24397 -2.63863 -3.53003 -0.1 0.0 0.1
H -0.06018 -1.77278 -4.41311 0.0 -0.2 0.1
Br -2.30591 3.36830 -1.99330 0.0 0.2 -0.1
C -2.31313 2.58640 -0.21783 0.2 -0.3 -0.1
C -1.39338 1.38587 -0.24043 -0.3 0.3 0.3
Br -1.53847 0.44479 1.45884 -0.1 0.1 0.0
H -3.33811 2.30169 -0.01315 0.0 0.1 0.1
H -1.95002 3.34244 0.46849 -0.2 0.1 0.1
H -0.36077 1.70141 -0.34150 0.1 -0.2 -0.1
H -1.69262 0.66989 -0.99496 0.1 0.0 -0.1

=====

Entry 7:
23
Properties=species:S:1:pos:R:3:forces:R:3 method="wB97M-V/def2-TZVPD" largest_force_ev_per_a=1.40 multiplicity=1 e_above_lowest_kj_mol=175.5 energy_ha=-404.6882
C 1.47335 -1.47752 1.15178 0.0 -1.0 0.3
N 0.62975 -1.62197 -0.02002 0.1 0.1 0.4
C 0.11058 -0.44345 -0.65542 1.0 -1.0 -0.2
C -0.12445 0.68795 0.00697 0.6 0.3 0.5
C -0.19309 2.04134 -0.64899 0.3 -0.3 -0.5
C 0.21378 -0.56838 -2.15876 -1.1 0.5 -0.1
H 2.39255 -0.95188 0.89459 -0.3 0.6 0.2
H 0.94473 -1.14320 2.04628 0.3 0.7 0.0
H 1.85636 -2.46450 1.44169 -0.2 -0.1 -0.3
H -0.00658 -2.38808 0.11903 -0.3 -0.1 -0.3
H -0.09822 0.67568 1.09673 -0.1 -0.2 -0.5
H -0.28755 2.88717 0.02659 -0.7 -0.2 0.2
H 0.76061 2.28965 -1.13276 0.0 -0.4 -0.3
H -0.95542 1.99874 -1.42786 -0.1 0.6 0.0
H 0.64033 0.35731 -2.54194 0.2 -0.1 -0.3
H -0.77118 -0.67849 -2.63305 0.0 0.2 0.1
H 0.74990 -1.45348 -2.48202 0.4 0.1 0.3
H 1.11368 1.46781 2.66232 -0.1 -0.1 0.2
H 0.33709 0.96185 3.90571 0.1 0.1 0.0
O 0.23884 1.21286 2.98237 0.0 0.2 0.2
H -2.41727 -0.96681 -0.76085 0.1 0.1 0.1
H -3.28034 0.27003 -0.96621 0.0 -0.2 0.1
O -3.32747 -0.69264 -0.90618 -0.2 0.1 -0.1

=====

What did the first record say?
42
Properties=species:S:1:pos:R:3:forces:R:3 method="wB97M-V/def2-TZVPD" largest_force_ev_per_a=1.29 smiles="O=C(CSc1nnc(-c2cnccn2)n1Cc1ccco1)c1ccc(Cl)cc1" multiplicity=1 e_above_lowest_kj_mol=0.0 energy_ha=-2015.0484
O 0.14860 -3.05176 -3.67824 0.1 0.0 0.0
C -0.42040 -2.60711 -2.71188 -0.2 -0.1 0.1
C -0.58737 -1.15231 -2.46315 0.1 0.5 -0.3
C -1.75872 -0.60359 -1.94579 0.2 -0.1 -0.3
C -1.81294 0.73658 -1.61224 0.0 0.2 0.0
C -0.69255 1.53239 -1.79787 0.0 -0.4 -0.1
C 0.45673 1.01822 -2.38074 0.0 0.1 0.0
C 0.50180 -0.32013 -2.71676 -0.2 -0.1 0.0
H 1.39354 -0.74413 -3.15272 0.1 0.0 0.0
H 1.30738 1.65686 -2.55751 0.0 0.1 0.0
Cl -0.72722 3.18368 -1.29430 0.0 0.2 0.1
H -2.71122 1.15134 -1.18390 -0.1 0.1 0.0
H -2.63600 -1.21327 -1.80041 0.0 -0.1 0.1
C -0.88491 -3.50290 -1.57801 0.2 -0.1 0.1
H -1.87938 -3.27410 -1.20378 -0.1 -0.1 -0.1
H -0.78540 -4.55237 -1.85080 0.0 0.1 0.0
S 0.27600 -3.20426 -0.19298 0.0 -0.4 -0.1
C -0.56754 -1.90584 0.59467 0.0 0.1 0.1
N -1.86031 -1.71135 0.57270 0.4 -1.0 -0.2
N -2.11634 -0.60966 1.27574 -0.3 1.1 0.6
C -0.98789 -0.12829 1.72597 0.0 -0.4 -0.3
N 0.05436 -0.92574 1.31369 -0.8 -0.1 -0.2
C 1.46316 -0.86165 1.63983 0.4 0.2 -0.2
C 2.30494 -0.39614 0.49529 0.3 -0.9 -0.2
C 2.99407 -1.08473 -0.45931 -0.3 0.3 0.6
C 3.64437 -0.11151 -1.25615 0.0 0.5 0.1
C 3.30137 1.09330 -0.72846 0.5 -0.3 -0.6
O 2.49068 0.93302 0.32916 -0.3 0.2 0.4
H 3.56284 2.09845 -0.99368 0.0 0.2 0.0
H 4.27925 -0.29123 -2.09865 0.2 0.0 -0.2
H 3.03406 -2.14771 -0.57625 0.0 -0.2 0.0
H 1.57991 -0.17831 2.48541 0.0 -0.2 0.0
H 1.78820 -1.86489 1.93206 0.0 0.2 0.1
C -0.87230 1.09523 2.50561 0.2 0.7 0.3
N -1.76149 1.27376 3.48104 -0.1 -0.3 -0.1
C -1.69056 2.39409 4.17412 0.1 0.2 0.0
C -0.70817 3.34562 3.92128 -0.1 -0.1 0.0
N 0.16757 3.18222 2.94231 0.2 0.4 0.1
C 0.08403 2.07683 2.22381 -0.2 -0.3 0.0
H 0.78418 1.98703 1.40613 0.0 -0.1 -0.1
H -0.61646 4.25242 4.50218 -0.1 0.0 0.1
H -2.42994 2.52022 4.95257 0.0 0.1 0.1